Record 1
{
  "formula": "C28H14AuBrF4N4O2P",
  "method": "ωB97M-V/def2-TZVPD",
  "total_charge": -1,
  "homo_ev": -5.09,
  "elements": ["Au", "F", "C", "C", "F", "C", "F", "C", "P", "C", "C", "C", "C", "C", "C", "C", "C", "C", "C", "C", "C", "C", "Br", "C", "F", "H", "H", "H", "H", "H", "H", "H", "H", "H", "H", "O", "C", "N", "C", "O", "C", "C", "C", "C", "C", "C", "H", "H", "H", "H", "N", "C", "N", "C", "N"],
  "xyz": [[-0.63785, -0.21364, 0.07931], [3.57167, 5.94057, -0.29826], [3.10268, 4.69402, -0.25875], [3.94106, 3.64738, 0.06346], [5.22891, 3.87745, 0.32945], [3.43101, 2.36339, 0.09550], [4.31625, 1.39730, 0.37819], [2.09439, 2.06764, -0.15422], [1.51112, 0.29921, -0.05475], [2.39504, -0.37838, -1.50087], [3.69805, -0.87003, -1.45762], [4.29492, -1.35669, -2.61068], [3.60079, -1.35133, -3.81320], [2.29953, -0.87343, -3.85881], [1.69418, -0.40026, -2.70471], [2.32660, -0.37907, 1.42129], [2.39379, -1.77044, 1.50113], [2.86688, -2.38008, 2.65119], [3.25321, -1.60993, 3.73969], [3.15594, -0.22799, 3.67644], [2.69033, 0.38571, 2.52312], [1.26824, 3.14289, -0.51837], [-0.53130, 2.93358, -1.01309], [1.77972, 4.43132, -0.55342], [1.00959, 5.47050, -0.88637], [4.24115, -0.88572, -0.52229], [5.30488, -1.74458, -2.56861], [4.06980, -1.73384, -4.71089], [1.74679, -0.88561, -4.78908], [0.66593, -0.05670, -2.72724], [2.04600, -2.37494, 0.67095], [2.91268, -3.45994, 2.70434], [3.61265, -2.08726, 4.64224], [3.43612, 0.37718, 4.52902], [2.60484, 1.46518, 2.48786], [-3.12484, -1.30565, 2.02598], [-3.52397, -0.57609, 1.14891], [-2.71929, 0.22053, 0.33868], [-3.49746, 0.95473, -0.51305], [-3.12433, 1.75165, -1.36307], [-4.93673, 0.59137, -0.26313], [-6.09713, 1.02420, -0.86614], [-7.29264, 0.45105, -0.43557], [-7.30296, -0.52624, 0.55598], [-6.12148, -0.95239, 1.15826], [-4.95045, -0.36487, 0.73352], [-6.07086, 1.77053, -1.64980], [-8.22786, 0.75685, -0.88867], [-8.24462, -0.97236, 0.85032], [-6.10748, -1.73732, 1.90224], [-1.05607, -2.43157, -0.31723], [-1.77829, -3.30405, -0.03030], [-2.48329, -4.35636, 0.23168], [-3.79166, -4.22639, 0.37645], [-4.94416, -4.22111, 0.51296]],
  "forces_ev_per_angstrom": [[-0.2, 0.2, 0.1], [0.0, 0.0, 0.0], [0.0, 0.0, 0.0], [0.0, 0.0, 0.0], [0.0, 0.0, 0.0], [0.0, 0.0, 0.0], [0.0, 0.0, 0.0], [0.1, -0.2, 0.1], [0.3, 0.4, 0.0], [0.0, -0.1, 0.1], [0.0, 0.0, 0.0], [0.0, 0.0, 0.0], [0.0, 0.0, 0.0], [0.0, 0.0, 0.0], [0.0, 0.0, 0.0], [0.0, -0.1, 0.0], [0.0, 0.0, 0.0], [0.0, 0.0, 0.0], [0.0, 0.0, 0.0], [0.0, 0.0, 0.0], [0.0, 0.0, 0.0], [0.0, 0.0, 0.1], [0.0, 0.0, -0.1], [-0.1, 0.0, 0.0], [0.0, 0.0, 0.0], [0.0, 0.0, 0.0], [0.0, 0.0, 0.0], [0.0, 0.0, 0.0], [0.0, 0.0, 0.0], [0.0, 0.0, 0.0], [0.0, 0.0, 0.0], [0.0, 0.0, 0.0], [0.0, 0.0, 0.0], [0.0, 0.0, 0.0], [0.0, 0.0, 0.0], [0.0, 0.0, 0.1], [0.2, 0.0, -0.2], [-0.2, 0.0, 0.0], [0.0, -0.1, -0.1], [0.0, 0.0, 0.1], [0.0, 0.0, 0.1], [0.0, 0.0, 0.0], [0.0, 0.0, 0.0], [0.0, 0.0, 0.0], [0.0, -0.1, 0.1], [0.0, 0.1, 0.0], [0.0, 0.0, 0.0], [0.0, 0.0, 0.0], [0.0, 0.0, 0.0], [0.0, 0.0, 0.0], [0.0, -0.3, 0.0], [-0.1, -0.1, -0.1], [0.0, 0.2, 0.1], [0.1, -0.1, 0.0], [0.0, 0.0, 0.0]]
}

Record 2
{
  "formula": "C28H16Cl2F4IrN7O",
  "method": "ωB97M-V/def2-TZVPD",
  "total_charge": 3,
  "homo_ev": [-16.10, -15.93],
  "multiplicity": 2,
  "elements": ["Ir", "C", "C", "O", "N", "C", "C", "C", "C", "C", "C", "N", "H", "H", "H", "H", "H", "H", "H", "H", "H", "H", "Cl", "C", "Cl", "H", "H", "F", "C", "C", "F", "C", "C", "C", "F", "C", "C", "C", "N", "C", "N", "F", "C", "C", "N", "C", "N", "N", "C", "C", "C", "C", "C", "C", "C", "H", "H", "H", "H"],
  "xyz": [[-0.73438, -1.32898, 0.06288], [-4.55628, 1.07146, 0.46940], [-3.63492, -0.00416, -0.00122], [-2.43713, -0.02250, 0.37569], [-4.11927, -0.93017, -0.82667], [-3.34287, -2.06206, -1.30285], [-3.08891, -3.08173, -0.21707], [-3.99118, -4.09389, 0.04267], [-3.75162, -4.97752, 1.08484], [-2.59972, -4.82116, 1.84039], [-1.73184, -3.79733, 1.52699], [-1.96660, -2.93837, 0.51844], [-3.97972, 1.90640, 0.85560], [-5.17571, 0.67563, 1.27782], [-5.21561, 1.40913, -0.32902], [-5.08682, -0.85656, -1.10879], [-2.39023, -1.69149, -1.72472], [-3.88031, -2.52010, -2.13049], [-4.87583, -4.19162, -0.57293], [-4.45055, -5.77516, 1.30008], [-2.36836, -5.48368, 2.66247], [-0.82408, -3.65218, 2.09106], [-0.37663, -0.96721, 2.61451], [1.22247, -0.25317, 3.09098], [2.49959, -0.67705, 1.98013], [1.44031, -0.67148, 4.06908], [1.08794, 0.82219, 3.12209], [1.98229, 4.77448, -2.95110], [2.08517, 4.75528, -1.63326], [2.61214, 5.84080, -1.00264], [2.99879, 6.85474, -1.73319], [2.75682, 5.89408, 0.43202], [2.29657, 4.73341, 1.15928], [1.76818, 3.66917, 0.51481], [1.34068, 2.61171, 1.22820], [1.64900, 3.61197, -0.90413], [1.12997, 2.47632, -1.54021], [0.67172, 1.32940, -0.86226], [0.27962, 0.30297, -0.50911], [1.01319, 2.31379, -2.95250], [0.83606, 2.08598, -4.06470], [2.38071, 4.70112, 2.47117], [3.30238, 6.98908, 1.06937], [3.73252, 8.15896, 0.38060], [4.08907, 9.13765, -0.10515], [3.48467, 7.04810, 2.48269], [3.62439, 7.10204, 3.62164], [4.37622, -5.89536, -2.54715], [3.56889, -5.17788, -2.13037], [2.58583, -4.30523, -1.61838], [2.42824, -4.17761, -0.20990], [1.47023, -3.33810, 0.27634], [0.65287, -2.57392, -0.61221], [0.83740, -2.70115, -2.01806], [1.77426, -3.55708, -2.51736], [3.06936, -4.74123, 0.45534], [1.36670, -3.23350, 1.34737], [0.24598, -2.11505, -2.71337], [1.91832, -3.66222, -3.58511]],
  "forces_ev_per_angstrom": [[-0.7, -0.9, 0.4], [0.0, 0.0, 0.0], [0.3, 0.1, 0.1], [-0.5, 0.3, 0.3], [-0.1, -0.1, -0.1], [0.0, 0.0, 0.1], [0.0, 0.0, 0.0], [0.0, 0.0, 0.0], [0.0, 0.0, 0.0], [0.0, 0.0, 0.0], [0.1, 0.0, 0.0], [0.1, 0.4, 0.1], [0.0, 0.0, 0.0], [0.0, 0.0, 0.0], [0.0, 0.0, 0.0], [0.0, 0.0, 0.0], [0.0, 0.0, -0.1], [0.0, 0.0, 0.0], [0.0, 0.0, 0.0], [0.0, 0.0, 0.0], [0.0, 0.0, 0.0], [0.1, 0.0, 0.0], [-0.1, -0.2, -1.3], [0.5, 0.1, -0.1], [-0.1, 0.1, 0.1], [-0.1, 0.0, 0.0], [-0.1, -0.1, 0.0], [0.0, -0.1, 0.6], [-0.3, -0.5, -0.8], [0.4, 0.8, 0.3], [-0.1, -0.3, 0.2], [-0.4, -0.8, -0.6], [0.2, 0.3, 0.4], [-0.3, -0.7, 0.1], [0.3, 0.6, -0.3], [0.2, 0.4, 0.2], [0.0, -0.1, -0.7], [-0.2, -1.0, 0.2], [0.1, 0.5, 0.0], [0.0, 0.3, 0.8], [0.0, -0.1, -0.5], [0.0, 0.0, -0.4], [0.5, 0.9, 0.5], [-0.2, -0.6, 0.4], [0.2, 0.4, -0.2], [-0.1, -0.1, -0.7], [0.1, 0.1, 0.4], [-0.7, 0.7, 0.4], [1.3, -1.1, -0.7], [-1.1, 1.0, 0.4], [0.3, -0.5, -1.2], [-0.8, 0.9, -0.7], [1.2, -0.5, 0.8], [-0.7, 1.0, 1.3], [1.0, -1.3, 0.5], [0.0, -0.1, -0.1], [0.0, 0.1, 0.0], [0.0, 0.2, 0.0], [0.0, -0.1, 0.1]]
}

Record 3
{
  "formula": "C28H17F12GaN4",
  "method": "ωB97M-V/def2-TZVPD",
  "homo_ev": -7.98,
  "elements": ["Ga", "C", "N", "C", "C", "N", "C", "C", "F", "C", "F", "C", "F", "C", "F", "C", "F", "C", "C", "N", "C", "C", "F", "C", "F", "C", "F", "C", "F", "C", "F", "H", "H", "H", "H", "H", "H", "H", "H", "H", "H", "H", "F", "C", "C", "C", "C", "C", "F", "C", "C", "C", "C", "C", "C", "N", "H", "H", "H", "H", "H", "H"],
  "xyz": [[-0.35808, 0.74045, -0.07331], [-0.80076, 3.72534, -1.26572], [-0.08774, 3.00662, -0.20520], [-0.54683, 3.44152, 1.12415], [-0.00644, 2.52308, 2.20287], [-0.29332, 1.15769, 1.80917], [-0.12368, 0.15616, 2.74718], [-1.06051, -0.87784, 2.84788], [-2.14291, -0.87160, 2.05666], [-0.92407, -1.93262, 3.73001], [-1.84692, -2.89688, 3.76754], [0.15924, -1.98355, 4.59256], [0.29146, -2.98917, 5.46024], [1.10296, -0.97707, 4.53316], [2.17032, -1.01519, 5.33410], [0.96381, 0.05233, 3.61630], [1.95921, 0.95632, 3.55563], [1.37283, 3.17967, -0.40452], [2.17059, 1.90442, -0.11595], [1.45081, 0.78305, -0.69227], [2.04900, -0.05313, -1.59763], [3.34609, -0.55383, -1.45267], [4.07257, -0.19196, -0.37935], [3.89974, -1.47443, -2.32502], [5.14133, -1.92038, -2.12034], [3.15818, -1.96492, -3.38360], [3.68081, -2.85730, -4.22886], [1.86310, -1.50364, -3.55664], [1.12841, -1.94818, -4.57819], [1.34222, -0.56268, -2.69022], [0.08865, -0.12716, -2.92067], [-0.46858, 4.76826, -1.32475], [-0.61557, 3.24183, -2.22443], [-1.86936, 3.72005, -1.07306], [-0.25655, 4.48302, 1.31431], [-1.63790, 3.38790, 1.11931], [1.05945, 2.72582, 2.36185], [-0.51156, 2.77651, 3.14286], [1.51836, 3.41818, -1.45885], [1.73013, 4.03251, 0.18311], [3.16182, 2.01871, -0.55737], [2.31578, 1.76553, 0.95904], [-5.45509, 1.59817, -1.57268], [-4.43506, 0.73396, -1.41604], [-3.20905, 1.21343, -0.99384], [-2.14799, 0.33740, -0.82717], [-2.34564, -1.03392, -1.07072], [-3.59945, -1.45690, -1.49224], [-3.84053, -2.76627, -1.71632], [-4.66242, -0.59783, -1.68041], [-1.22616, -1.96301, -0.77189], [-1.11751, -3.28674, -1.19459], [-0.01072, -4.02237, -0.81279], [0.97479, -3.44380, -0.02503], [0.81898, -2.11980, 0.32605], [-0.24868, -1.41129, -0.03967], [-3.13052, 2.27032, -0.78542], [-5.62597, -0.96176, -2.00302], [-1.88048, -3.72374, -1.81571], [0.08319, -5.05097, -1.13558], [1.84775, -3.99352, 0.29469], [1.56446, -1.58476, 0.90314]],
  "forces_ev_per_angstrom": [[-0.1, 0.2, 0.2], [0.0, 0.0, 0.0], [0.0, -0.1, 0.0], [0.0, 0.1, -0.1], [0.0, 0.1, 0.1], [0.0, -0.1, 0.0], [-0.1, 0.1, -0.1], [-0.1, -0.2, 0.1], [0.0, 0.1, 0.0], [0.0, 0.0, 0.0], [0.0, 0.0, 0.0], [0.0, 0.0, 0.0], [0.0, 0.0, 0.0], [0.0, 0.0, 0.0], [0.0, 0.0, 0.0], [0.1, 0.0, 0.1], [0.0, 0.0, 0.0], [0.0, 0.0, -0.1], [0.1, 0.0, 0.1], [0.0, 0.2, -0.3], [0.0, 0.0, 0.2], [0.1, -0.1, 0.0], [0.0, 0.0, 0.0], [0.0, 0.0, 0.0], [0.0, 0.0, 0.0], [-0.1, 0.0, 0.0], [0.0, 0.0, 0.0], [0.1, 0.0, 0.0], [0.0, 0.0, 0.0], [-0.1, -0.1, -0.2], [0.0, 0.0, 0.1], [0.0, 0.0, 0.0], [0.0, 0.0, 0.0], [0.0, 0.0, 0.0], [0.0, 0.0, 0.0], [0.0, 0.0, 0.0], [0.0, 0.0, 0.0], [0.0, 0.0, 0.0], [0.0, 0.0, 0.0], [0.0, 0.0, 0.0], [0.0, 0.0, 0.0], [0.0, 0.0, 0.0], [0.0, 0.0, 0.0], [-0.1, 0.0, 0.0], [0.0, 0.0, 0.0], [0.0, 0.0, -0.1], [0.0, 0.0, 0.0], [0.0, 0.0, 0.0], [0.0, 0.0, 0.0], [0.0, 0.0, 0.0], [0.0, 0.1, 0.0], [0.0, 0.0, 0.0], [0.0, 0.0, 0.0], [0.0, 0.0, 0.0], [0.0, 0.0, -0.1], [0.0, -0.1, 0.0], [0.0, 0.0, 0.0], [0.0, 0.0, 0.0], [0.0, 0.0, 0.0], [0.0, 0.0, 0.0], [0.0, 0.0, 0.0], [0.0, 0.0, 0.0]]
}

Record 4
{
  "formula": "C28H18Cl5IrN7O2S2",
  "method": "ωB97M-V/def2-TZVPD",
  "total_charge": 2,
  "homo_ev": [-11.89, -11.89],
  "multiplicity": 2,
  "elements": ["Ir", "N", "C", "C", "C", "C", "C", "C", "S", "N", "C", "C", "C", "C", "C", "C", "N", "H", "H", "H", "H", "H", "H", "H", "H", "H", "N", "C", "C", "C", "C", "C", "C", "S", "O", "O", "N", "C", "N", "C", "C", "C", "N", "H", "H", "H", "H", "H", "H", "H", "H", "H", "Cl", "C", "C", "C", "Cl", "C", "Cl", "C", "Cl", "C", "Cl"],
  "xyz": [[-0.13745, 0.21924, 0.25997], [-0.92420, -2.66748, 3.28304], [-2.22826, -2.74785, 3.67567], [-2.57265, -3.46708, 4.82658], [-3.89095, -3.57612, 5.20214], [-4.90353, -2.99107, 4.42995], [-4.59163, -2.29069, 3.28565], [-3.25512, -2.14783, 2.90823], [-2.85161, -1.29253, 1.44884], [-1.22146, -1.02917, 1.56749], [-0.40923, -1.85389, 2.31240], [0.96997, -1.81898, 2.01762], [1.95559, -2.62626, 2.63516], [3.25120, -2.58269, 2.19149], [3.58515, -1.72140, 1.13871], [2.60116, -0.92030, 0.59621], [1.33718, -0.93887, 1.01704], [-0.26093, -3.21580, 3.81627], [-1.79159, -3.93327, 5.40849], [-4.14808, -4.12455, 6.09290], [-5.93319, -3.09654, 4.72945], [-5.36309, -1.84625, 2.67579], [1.69303, -3.28350, 3.44902], [4.00271, -3.22126, 2.62844], [4.58947, -1.66899, 0.75445], [2.83596, -0.23942, -0.21243], [2.41545, -0.72310, -7.57352], [2.26232, -0.13425, -6.37818], [1.97575, 1.24833, -6.27572], [1.84165, 1.84015, -5.04031], [1.98088, 1.06601, -3.89616], [2.25664, -0.29465, -3.97053], [2.39245, -0.90004, -5.19512], [1.99148, 1.75630, -2.25473], [1.73873, 3.15810, -2.23121], [3.15677, 1.24278, -1.59873], [0.68748, 0.98843, -1.50899], [-0.51978, 1.27397, -1.98334], [-0.76023, 1.75292, -3.19596], [-2.01526, 1.98495, -3.52265], [-3.07415, 1.72237, -2.65307], [-2.76085, 1.18166, -1.41817], [-1.49869, 0.97144, -1.07130], [2.37329, -0.18652, -8.42556], [2.66353, -1.69864, -7.63301], [1.89463, 1.83428, -7.17895], [1.65144, 2.89655, -4.94015], [2.39598, -0.84505, -3.05359], [2.62612, -1.95158, -5.26836], [-2.18458, 2.37717, -4.51584], [-4.09473, 1.91207, -2.93450], [-3.52849, 0.92370, -0.69794], [2.55659, 2.24674, 0.98535], [1.22653, 2.63779, 1.98832], [0.03015, 1.93122, 1.83248], [-1.04093, 2.35002, 2.61048], [-2.57042, 1.62786, 2.39254], [-0.95093, 3.38435, 3.55308], [-2.29908, 3.81776, 4.50659], [0.26384, 4.06931, 3.69269], [0.39547, 5.35850, 4.79451], [1.35843, 3.70343, 2.89889], [2.82409, 4.55821, 3.02208]],
  "forces_ev_per_angstrom": [[0.1, 1.0, 0.7], [1.5, 0.8, -1.2], [-1.4, 0.0, 0.3], [0.2, 0.2, -0.2], [0.0, 0.1, -0.2], [0.1, 0.0, -0.1], [0.0, 0.0, 0.0], [0.7, -0.1, -0.2], [0.0, -0.1, 0.5], [1.7, -1.2, 0.9], [-3.5, 0.6, 0.3], [3.2, 0.2, -0.4], [-1.6, 0.6, -0.3], [0.8, 0.5, -0.8], [-0.3, -0.8, 0.9], [-0.1, 0.3, -0.4], [-0.1, -0.5, 1.5], [0.0, 0.0, 0.0], [0.1, 0.0, 0.1], [0.0, -0.1, 0.1], [-0.1, 0.0, 0.0], [-0.1, 0.1, 0.0], [0.0, -0.1, 0.1], [0.1, 0.0, 0.1], [0.1, 0.0, -0.1], [-0.1, 0.2, 0.0], [0.1, -0.4, -0.8], [-0.1, 0.4, 0.9], [0.1, -0.4, 0.1], [0.0, 0.0, 0.2], [0.1, 0.2, 0.9], [0.0, 0.2, -0.1], [-0.1, 0.3, -0.3], [0.4, -0.1, -1.2], [-0.1, 0.1, -0.2], [0.2, -0.5, 0.4], [0.4, -0.6, 1.7], [-2.0, 0.7, -1.4], [0.4, 0.0, 0.2], [-0.3, -0.1, 0.3], [0.1, -0.2, 0.2], [-0.6, 0.3, -0.2], [0.9, 0.6, -0.2], [0.0, -0.2, 0.1], [0.0, 0.3, -0.1], [0.0, 0.1, -0.1], [-0.1, 0.1, -0.1], [0.0, -0.2, 0.0], [0.0, -0.1, 0.0], [-0.1, 0.1, -0.1], [-0.1, 0.0, 0.0], [0.0, 0.1, 0.0], [0.2, 0.0, 0.2], [-0.1, -0.2, -0.1], [0.1, -1.1, -1.1], [0.2, 0.0, 0.0], [-0.8, -0.2, -0.1], [0.6, -0.1, -0.3], [-0.1, 0.0, 0.0], [-0.1, -0.3, -0.2], [0.0, 0.1, 0.1], [-0.6, -0.4, -0.1], [0.1, 0.0, 0.0]]
}

The E_tot results, record by record, are as follows: -133214.6542, -80493.5413, -120258.1440, -130959.4263 eV.
The relative energy (zero: lowest compared OMol25 entry of this formula, charge and spin) results, record by record, are as follows: 0.7, 57.9, 0.0, 49.9 kcal/mol.